Record 1
C3H5Br3O2Si | ωB97M-V with the def2-TZVPD basis set

Computed properties:
E_HOMO (alpha / beta)	-7.134 / -7.774	eV
max |F|	3.95	eV/Å
M	340.87	g mol⁻¹
frontier orbital gap (alpha / beta)	7.385 / 8.009	eV

Each line ends with the natural charge from an NBO analysis.
Cartesian coordinates (Å):
C -0.6863 -0.0809 0.4386  0.622
C -1.1623 -0.1091 1.7932  -0.700
C -0.9194 0.7715 -1.6292  -0.347
O 0.4084 -0.7128 0.0426  -0.882
O -1.3441 0.6662 -0.3683  -0.344
Si 1.8368 -0.3539 -0.4902  1.406
Br 2.9129 -2.2510 -0.0706  -0.291
Br 2.9385 1.0932 0.8196  -0.296
Br 2.3575 0.2862 -2.5080  -0.229
H -1.8114 0.7136 1.8249  0.243
H -0.5594 -0.2004 2.7407  0.248
H -1.7622 -1.0104 1.9333  0.230
H -0.4891 -0.0280 -2.2533  0.171
H -1.7198 1.2158 -2.2733  0.168

=====

Record 2
C16H17ClN2OS2 | ωB97M-V with the def2-TZVPD basis set

Computed properties:
E_HOMO	-8.151	eV
SMILES	CN(C)CCNC(=O)c1cc2c(s1)-c1ccc(Cl)cc1SC2
max |F|	3.71	eV/Å
energy relative to the best compared isomer or geometry (same formula, charge and spin)	0.0	kcal per mole
M	352.91	g mol⁻¹
frontier orbital gap	7.854	eV

Each line ends with the natural charge from an NBO analysis.
Cartesian coordinates (Å):
C -0.0936 2.8631 2.1439  -0.393
N -1.2495 2.9915 3.0638  -0.476
C -1.0275 2.7864 4.5225  -0.410
C -2.5832 2.7447 2.4978  -0.212
C -2.9951 1.3149 2.6701  -0.235
N -2.0295 0.4681 1.9866  -0.607
C -2.1130 0.1589 0.6478  0.635
O -3.1402 0.4663 0.0476  -0.620
C -0.9688 -0.4801 -0.0704  -0.287
C 0.2641 -0.9078 0.4699  -0.206
C 1.1501 -1.4704 -0.6056  -0.052
C 0.5350 -1.6087 -1.8243  -0.183
S -1.1163 -0.9664 -1.7298  0.483
C 1.2458 -2.0715 -3.0551  -0.078
C 0.6190 -1.9147 -4.3055  -0.171
C 1.2947 -2.2383 -5.4791  -0.239
C 2.6068 -2.7751 -5.4328  0.008
Cl 3.4566 -3.2129 -6.9180  -0.001
C 3.2236 -2.9679 -4.2053  -0.255
C 2.5419 -2.6504 -3.0251  -0.151
S 3.2569 -3.1068 -1.4834  0.276
C 2.5361 -1.9138 -0.2832  -0.537
H 0.7719 3.4665 2.4767  0.198
H 0.2230 1.8298 2.1669  0.144
H -0.3741 3.1394 1.1012  0.214
H -1.8715 3.1553 5.0993  0.205
H -0.1395 3.2868 4.8858  0.206
H -0.9356 1.7273 4.7511  0.158
H -2.6309 3.0085 1.4264  0.214
H -3.3595 3.3358 3.0234  0.190
H -4.0234 1.1415 2.3556  0.230
H -2.9677 1.0890 3.6982  0.193
H -1.1133 0.4349 2.4141  0.385
H 0.5410 -0.7718 1.4908  0.215
H -0.3718 -1.5282 -4.3860  0.224
H 0.8512 -2.0858 -6.4483  0.230
H 4.2417 -3.3641 -4.1474  0.240
H 2.6102 -2.3615 0.7262  0.244
H 3.1344 -1.0123 -0.2667  0.222

=====

Record 3
C12H6NO5Yb | ωB97M-V with the def2-TZVPD basis set

Computed properties:
E_HOMO (alpha / beta)	-15.622 / -15.622	eV
expectation value of S²	0.75
spin multiplicity	2
max |F|	5.29	eV/Å
M	417.22	g mol⁻¹
frontier orbital gap (alpha / beta)	6.257 / 6.261	eV
net charge	+2

Each line ends with the Mulliken spin population.
Cartesian coordinates (Å):
O 0.4204 -2.3460 -7.2964  0.000
C 0.3768 -1.7279 -6.3251  0.000
Yb 0.1526 -0.3576 -2.4861  0.998
O 0.0787 -3.6822 -3.7970  0.000
C 0.1195 -2.5511 -3.5916  -0.002
C 0.2633 2.0702 -2.6346  -0.004
O 0.2990 3.1966 -2.4401  0.001
C -2.1781 0.0588 -3.1408  -0.002
O -3.3122 0.2097 -3.2539  0.001
C 2.5701 -0.1493 -2.8659  0.000
O 3.7175 -0.0977 -2.8462  0.000
H 0.3005 0.4726 -4.3668  0.008
N -0.0085 -0.5099 -0.1067  0.001
C -0.0805 -0.3200 1.0575  0.000
C -0.1626 0.0428 2.4464  0.000
C -1.3897 0.4697 2.9978  0.000
C -1.4622 0.8579 4.3375  0.000
C -0.3121 0.8371 5.1247  0.000
C 0.9165 0.4484 4.5912  0.000
C 0.9954 0.0588 3.2514  0.000
H -2.2832 0.5079 2.3776  0.000
H -2.4196 1.1708 4.7572  0.000
H -0.3752 1.1210 6.1706  0.000
H 1.8148 0.4419 5.2092  0.000
H 1.9586 -0.2226 2.8299  0.000

=====

Number 1 is which compound? C3H5Br3O2Si